Molecular formula: C4H12Cl2N3O7Sn
Method: DFT, ωB97M-V with the def2-TZVPD basis set

Structure (XYZ):
```
29
Properties=species:S:1:pos:R:3:mulliken_charge:R:1
Sn -0.03 -4.79 1.44 1.365
O -0.19 -0.41 0.33 -0.627
H 0.28 0.43 0.16 0.250
C -5.18 -0.59 0.38 -0.616
N -5.45 -2.08 0.53 0.713
O -4.47 -2.87 0.31 -0.507
O -6.59 -2.49 0.89 -0.441
H -6.11 -0.03 0.42 0.308
H -4.59 -0.49 -0.53 0.263
H -4.61 -0.32 1.27 0.281
C 0.25 -0.52 -4.48 -0.637
N 1.44 -1.14 -3.82 0.806
O 1.38 -2.20 -3.20 -0.522
O 2.54 -0.66 -4.09 -0.489
H 0.37 -0.65 -5.56 0.277
H 0.39 0.53 -4.24 0.287
H -0.64 -0.88 -3.96 0.284
C 4.37 1.18 0.45 -0.618
N 4.49 0.01 1.39 0.813
O 4.97 0.15 2.51 -0.495
O 4.07 -1.09 1.01 -0.522
H 4.73 1.98 1.10 0.334
H 3.37 1.37 0.07 0.210
H 5.01 0.91 -0.39 0.281
C 0.04 2.85 3.49 -0.188
Cl -1.24 2.85 4.77 -0.157
Cl 1.38 4.01 3.82 -0.142
H 0.39 1.82 3.44 0.230
H -0.37 3.11 2.51 0.258
```

As for the charge: +1. The value obtained for the energy above the lowest of the compared OMol25 structures with the same formula, charge and spin is 667.2 kJ/mol.